C5H10 in the gas phase. Source: OMol25; level of theory: wB97M-V/def2-TZVPD.

```
! wB97M-V def2-TZVPD RIJCOSX def2/J DEFGRID3
* xyz 0 1
C 1.99770 0.80274 -0.95947
C 1.34535 0.06456 0.19033
C -0.12112 0.07390 0.01365
C -0.95295 -0.64470 0.73313
C -2.46035 -0.63346 0.51589
H 3.11074 0.70281 -1.08482
H 1.60321 0.50639 -1.98610
H 1.82641 1.88660 -0.80566
H 1.64099 -0.99254 0.29213
H 1.65462 0.64899 1.10665
H -0.56254 0.75099 -0.72270
H -0.54929 -1.29036 1.54330
H -3.06693 -1.48705 0.99662
H -2.86901 0.39947 0.77639
H -2.59684 -0.78834 -0.60935
*
```

Summary:
E = -196.4647 a.u.
HOMO = -9.08 eV
Energy above the lowest of the compared OMol25 structures with the same formula, charge and spin = 27.4 kcal per mole
Structure (SMILES) = C/C=C/CC

---

2 unconnected molecules or ions with the total composition C5H10. Source: OMol25; level of theory: wB97M-V/def2-TZVPD.

```
! wB97M-V def2-TZVPD RIJCOSX def2/J DEFGRID3
* xyz 1 2
C -0.36035 -0.96216 -1.51256
C -0.60326 -0.12397 -0.39692
C -0.89822 -0.50017 0.92980
C 1.70616 2.14480 0.01652
C -1.37002 -1.70975 1.25330
H -1.49141 -0.76748 -1.37524
H 0.02923 -1.95150 -1.34696
H 0.13365 -0.41979 -2.31243
H -0.77783 0.18046 1.75189
H 1.56536 1.31073 -0.67390
H 1.10716 2.98756 -0.31300
H 1.32947 1.82708 0.98602
H -1.77675 -2.42985 0.56605
H -1.34297 -1.99442 2.29812
H 2.74977 2.40845 0.12932
*
```

Summary:
E = -196.0442 a.u.
HOMO (alpha / beta) = -15.53 / -16.46 eV
Energy above the lowest of the compared OMol25 structures with the same formula, charge and spin = 69.2 kcal per mole
⟨S²⟩ = 0.76

---

A molecular structure, C5H10Al2Cl3F3IO3P. Source: OMol25; level of theory: wB97M-V/def2-TZVPD.

```
! wB97M-V def2-TZVPD RIJCOSX def2/J DEFGRID3
* xyz 2 1
O -3.82215 -1.00741 -3.78097
P -3.80072 0.23905 -2.56477
Al -2.51582 -0.42195 -0.69224
I -2.57267 2.12041 -3.66407
H -2.93732 -1.11661 -4.24014
H -2.30542 0.81456 0.28521
H -1.14318 -1.11127 -1.15396
H -3.28463 -1.53514 0.16464
C -5.19016 -2.11660 3.10098
Cl -4.95184 -0.47441 2.47973
Cl -4.22290 -3.27798 2.17630
Cl -4.77916 -2.19610 4.82275
H -6.24511 -2.37848 2.98630
C 4.18130 1.76728 -1.61438
C 2.78049 1.92729 -1.05364
O 2.37970 0.74346 -0.34866
C 2.85739 0.61025 0.93115
O 3.58993 1.43336 1.47469
C 2.31892 -0.66182 1.57823
F 2.40359 -1.74929 0.75685
F 1.00227 -0.54665 1.91933
F 2.97896 -1.00073 2.72173
H 4.24670 0.86756 -2.23592
H 4.45841 2.63565 -2.21886
H 4.91960 1.65370 -0.81375
H 2.07072 2.06237 -1.87714
H 2.70028 2.81031 -0.40940
Al 4.88283 -0.09078 1.27001
*
```

Summary:
E = -3225.5147 a.u.
HOMO = -14.67 eV
Energy above the lowest of the compared OMol25 structures with the same formula, charge and spin = 91.2 kcal per mole

---

C5H10BNO2 in the gas phase. Source: OMol25; level of theory: wB97M-V/def2-TZVPD.

```
! wB97M-V def2-TZVPD RIJCOSX def2/J DEFGRID3
* xyz 0 1
B -0.14851 -0.01177 -0.20358
C 0.84615 -1.20401 -0.42884
C -0.87030 0.57028 1.23229
C -1.52371 1.84953 0.73466
C -2.02264 1.41123 -0.65275
C 3.15053 -2.02419 0.01773
N -0.91152 0.57777 -1.12329
O 0.50136 -2.29741 -0.94854
O 2.05935 -1.10403 0.24009
H -1.68564 -0.15361 1.47462
H -0.35112 0.90545 2.16145
H -2.34779 2.10608 1.37599
H -0.82492 2.58617 0.62755
H -2.88674 0.73341 -0.76038
H -2.22231 2.17071 -1.38783
H 2.74654 -2.97749 -0.27616
H 3.76621 -2.05098 0.94671
H 3.61295 -1.80750 -0.89045
H -0.88787 0.72036 -2.13925
*
```

Summary:
E = -426.6050 a.u.
HOMO = -9.82 eV
Energy above the lowest of the compared OMol25 structures with the same formula, charge and spin = 31.9 kcal per mole
Structure (SMILES) = COC(=O)B1CCCN1

---

2 unconnected molecules or ions with the total composition C5H10Br. Source: OMol25; level of theory: wB97M-V/def2-TZVPD.

```
! wB97M-V def2-TZVPD RIJCOSX def2/J DEFGRID3
* xyz 0 2
Br -0.92073 -3.04661 2.23230
H -2.17701 -3.28468 1.65273
C 0.47123 0.57047 -0.11947
C 0.88755 1.22591 1.15015
C 1.36400 -0.45609 -0.71935
C -0.66553 0.98243 -0.83983
C -1.69543 0.17919 -1.26478
H 0.01432 1.41586 1.79105
H 1.57816 0.57590 1.70055
H 1.40326 2.19529 1.00597
H 0.76688 -1.12496 -1.35250
H 2.12683 0.00749 -1.37029
H 1.89416 -1.03480 0.04624
H -0.75069 2.05184 -1.10575
H -2.51929 0.61468 -1.82962
H -1.77771 -0.87194 -0.97742
*
```

Summary:
E = -2770.4358 a.u.
HOMO (alpha / beta) = -6.93 / -9.58 eV
Energy above the lowest of the compared OMol25 structures with the same formula, charge and spin = 13.3 kcal per mole
⟨S²⟩ = 0.77

---

C5H10BrCl in the gas phase. Source: OMol25; level of theory: wB97M-V/def2-TZVPD.

```
! wB97M-V def2-TZVPD RIJCOSX def2/J DEFGRID3
* xyz 0 1
C -0.65150 0.89051 1.78325
C 1.49982 -0.11814 0.02904
C -0.03261 -0.66931 -1.84531
C -0.93324 0.58382 0.28479
C 0.06565 -0.46139 -0.36273
Cl -0.29824 -2.12332 0.43425
Br -2.88023 -0.00022 -0.06507
H -1.24690 0.12049 2.34106
H 0.40239 0.67902 1.87717
H -0.86604 1.86255 2.17009
H 1.75338 -0.43665 1.13553
H 2.16607 -0.78509 -0.55728
H 1.83207 1.00797 -0.13055
H -0.99665 -1.02111 -2.01469
H 0.81697 -1.32118 -2.27030
H 0.18272 0.34139 -2.40906
H -0.81365 1.45064 -0.40020
*
```

Summary:
E = -3230.6942 a.u.
HOMO = -10.04 eV
Energy above the lowest of the compared OMol25 structures with the same formula, charge and spin = 0.0 kcal per mole
Structure (SMILES) = C[C@H](Br)C(C)(C)Cl

---

Ordered strongest force on any atom results: 2.15 2.73 6.22 4.38 2.72 3.67; unit eV/Å.